A cluster of 12 separate species, C79H188N12O20 in total, computed with ωB97M-V/def2-TZVPD.

The geometry in XYZ format:
```
299
Properties=species:S:1:pos:R:3
O 4.924 1.778 1.382
O -6.713 -22.266 10.490
O -2.624 -8.669 10.653
O -13.834 -4.104 10.604
O -3.005 -8.413 -2.948
O -10.683 -14.811 3.632
O -8.205 -22.326 -0.040
O -5.113 -6.218 4.487
O 2.545 -10.411 -1.213
O -6.402 -12.933 16.983
O 0.620 0.246 -0.262
O -5.854 -2.811 -2.048
O -8.143 -10.069 -2.517
O -12.307 -13.683 10.157
O -4.698 -16.956 1.240
O -2.804 -14.573 12.819
O -5.115 6.007 3.695
O -7.213 3.203 6.044
O -5.315 -12.532 5.507
O 1.876 -14.066 4.140
N 2.362 -13.086 1.397
N -4.479 -7.971 13.854
N -6.777 -2.817 -3.045
N -6.200 -9.420 3.555
N -5.914 -19.698 1.024
N -5.277 -9.799 -1.656
N 2.149 0.158 2.207
N -5.366 3.084 3.549
N -4.192 -13.088 14.585
N -11.653 -14.759 6.650
N -13.237 -4.054 9.419
N -6.425 -22.104 9.085
C -8.375 2.671 6.463
C -12.538 -2.921 7.386
C -12.708 -6.452 9.898
C -9.414 -21.822 0.382
C -11.366 -15.288 2.442
C -11.384 -3.903 7.189
C -6.709 -20.944 6.969
C -11.721 -5.261 7.873
C -11.044 -4.627 10.342
C -6.648 -1.721 -3.937
C -6.103 -14.026 16.067
C 3.089 -12.481 2.593
C 1.914 -12.139 0.406
C 3.133 -13.568 3.708
C -4.377 -8.409 12.431
C -11.450 -13.869 4.406
C -2.246 -15.831 12.310
C -7.080 -20.973 8.495
C -13.100 -2.735 8.807
C 4.596 0.956 0.227
C -2.007 -14.068 13.893
C -6.207 2.232 5.703
C -4.731 -23.926 9.477
C -5.376 -1.819 -4.928
C -2.973 -8.969 -1.643
C -6.283 -4.999 -4.095
C -7.960 -1.451 -4.700
C -7.907 -4.830 -2.094
C -5.020 2.872 4.935
C -5.057 -22.529 8.877
C 0.124 -0.391 0.886
C -3.893 -21.714 9.426
C -4.598 -12.821 6.662
C -10.913 -13.791 5.870
C -7.083 -21.894 0.721
C -5.283 -11.055 5.225
C -12.391 -13.708 8.758
C -8.635 -21.211 8.455
C 2.868 1.297 2.914
C 2.196 -11.068 -2.516
C -5.767 -6.981 3.602
C 1.309 -13.236 5.100
C -2.420 -7.933 9.423
C -5.689 -8.072 11.776
C -6.457 -0.325 -3.202
C -5.264 -21.348 6.587
C -6.589 -18.500 1.621
C -12.199 -5.055 9.344
C -2.799 -12.867 14.608
C -5.808 -8.274 4.377
C -11.361 -14.613 8.084
C -5.104 -4.906 3.975
C -6.148 -10.940 -1.668
C -6.636 -20.559 0.131
C -6.684 -19.586 8.985
C -7.330 -4.162 -3.410
C -4.610 -13.989 15.690
C 4.394 1.377 2.634
C 3.085 -11.261 -0.230
C -8.476 -2.718 -5.313
C -5.779 7.141 3.482
C -4.866 5.236 2.609
C -3.609 -16.228 1.874
C -7.619 -10.600 -1.356
C -11.235 -12.916 10.496
C -2.339 -7.131 -3.131
C -5.607 -17.487 2.190
C -12.261 -1.833 9.687
C -6.364 -10.679 4.279
C -6.852 -11.837 16.177
C 0.700 0.221 2.226
C -3.192 -7.748 11.642
C -4.929 -22.661 7.315
C 0.170 -0.280 -1.457
C -9.541 -9.878 -2.415
C -3.846 -10.255 -1.747
C -14.423 -2.038 8.551
C -4.234 3.903 2.940
C -8.649 -3.862 -4.352
H -9.087 -4.805 -4.680
H -2.489 -6.999 -4.203
H -5.980 -4.619 -5.071
H 3.075 -11.623 -2.843
H 2.362 -11.703 2.826
H -6.118 -2.039 -1.541
H -9.977 -9.607 -3.377
H -6.441 -8.446 12.470
H -6.607 -6.020 -4.298
H -8.125 -11.455 -0.908
H -6.400 -8.127 5.281
H -7.557 -22.723 10.462
H -7.059 -18.705 8.462
H -5.293 7.781 2.746
H -11.989 -7.260 9.758
H -3.371 -6.703 11.387
H -4.587 -20.535 6.850
H -5.865 1.674 6.575
H -4.209 5.879 2.023
H 4.891 0.504 3.056
H -4.059 3.372 2.004
H 2.394 0.123 1.228
H -3.788 -20.954 8.652
H -1.939 -8.627 8.735
H 1.610 -13.561 1.877
H -10.443 -3.486 7.546
H -14.067 -1.064 8.214
H -4.429 -15.025 15.404
H -6.979 -17.921 0.783
H 3.513 1.007 0.115
H -5.600 -19.536 9.085
H 0.617 -12.602 4.546
H -14.971 -1.870 9.478
H 2.797 1.115 3.987
H -9.120 -20.675 7.639
H -5.636 -9.518 2.723
H -6.085 -11.284 -2.700
H -11.574 -12.877 3.973
H -13.711 -6.790 9.636
H -7.631 -12.089 15.458
H -7.137 -19.416 9.962
H -3.352 3.923 3.580
H -4.122 -13.909 16.661
H -13.388 -14.083 8.525
H -5.408 -5.253 -3.498
H -8.198 2.377 7.497
H -6.765 6.996 3.040
H -2.815 -16.234 11.473
H -11.497 -15.574 8.580
H -5.272 -12.774 7.517
H -10.005 -10.826 -2.140
H -2.982 -6.544 -2.476
H -6.645 1.523 5.001
H 3.504 -10.648 0.568
H -10.932 -12.773 6.259
H -4.360 -4.800 3.186
H -8.804 -5.409 -2.319
H 4.043 -12.219 2.137
H -15.067 -2.502 7.805
H 3.553 -14.514 3.366
H -7.100 -0.198 -2.330
H -4.322 -10.746 4.814
H -5.001 3.762 5.564
H -2.980 -22.281 9.611
H -5.736 -7.024 11.480
H -3.282 -7.372 9.063
H -12.397 -12.696 8.353
H -1.235 -15.787 11.906
H -1.975 -14.821 14.680
H -11.557 -14.355 1.911
H 3.776 -11.977 -0.675
H -6.197 -14.972 16.599
H -2.571 -12.057 13.914
H -2.219 -16.489 13.179
H -10.206 -4.058 9.939
H -12.556 -5.719 7.341
H -0.985 -13.747 13.692
H -7.841 -2.902 -6.180
H -11.188 -2.003 9.605
H -6.124 3.739 3.676
H -4.458 -2.215 -4.495
H -9.274 3.286 6.492
H -4.769 -4.199 4.734
H -11.281 -4.272 11.345
H 1.439 -11.840 -2.376
H -5.970 -20.785 -0.702
H -5.148 -0.923 -5.506
H -11.327 -4.067 6.112
H -9.394 -20.779 0.697
H -9.861 -14.072 5.805
H -12.088 -1.957 7.150
H -5.869 7.699 4.414
H -2.368 -7.468 12.298
H -8.177 -4.099 -1.332
H -9.535 -3.549 -3.800
H -6.152 -16.703 2.717
H -4.816 -8.615 4.671
H -8.635 -0.878 -4.063
H -13.253 -3.061 6.575
H -3.868 -12.063 6.944
H -6.775 -14.174 15.221
H -10.540 -13.634 10.932
H -5.392 -0.229 -2.990
H 4.775 2.129 3.325
H -2.495 -12.655 15.633
H -7.544 -9.731 -0.702
H -5.186 -18.082 3.000
H -3.921 -15.233 2.193
H -5.085 -19.336 0.575
H -10.422 -5.489 10.581
H -3.784 -24.455 9.370
H -5.880 -11.703 -0.936
H -6.265 -22.607 0.620
H -4.147 -13.813 6.674
H -5.177 -7.306 2.744
H 1.822 -10.418 -3.307
H -1.754 -7.086 9.591
H -12.522 -1.938 10.740
H -7.490 -20.122 -0.387
H -12.332 -0.787 9.388
H -0.724 -0.900 -1.522
H 0.260 1.179 2.503
H 0.802 -13.844 5.849
H -7.316 -21.697 6.466
H 0.827 -1.124 -1.665
H -10.355 -14.299 8.363
H -6.540 -11.485 3.568
H 0.478 -1.421 0.843
H 4.736 -0.117 0.352
H -10.935 -6.010 7.782
H -6.116 -11.395 15.505
H -6.719 0.561 -3.779
H -7.138 -5.468 -1.659
H -2.825 -15.965 1.164
H -5.145 -21.479 5.512
H -3.679 -10.631 -2.757
H -7.245 -11.129 16.907
H -11.418 -12.295 11.374
H -11.199 -15.640 6.457
H -5.240 -10.435 6.121
H -10.637 -12.321 9.806
H -1.310 -7.164 -2.773
H -10.715 -15.960 1.884
H -3.106 -16.599 2.768
H -7.727 -0.899 -5.611
H -5.082 -24.097 10.495
H -9.903 -21.928 -0.587
H -4.301 -13.460 13.652
H -5.435 -8.202 14.083
H -8.685 1.737 5.994
H -7.385 -21.734 1.756
H -8.964 -22.250 8.438
H -3.868 -8.554 14.408
H -5.696 5.109 1.914
H 1.190 -11.545 0.964
H -1.978 -9.226 -1.280
H -12.285 -15.790 2.746
H -12.471 -14.249 4.424
H 3.873 -13.310 4.465
H -5.479 -2.497 -5.775
H -9.190 -20.722 9.256
H -6.003 -4.588 3.447
H -5.542 -23.527 7.067
H -5.514 -9.214 -2.445
H 0.197 0.309 -2.374
H -7.381 -18.803 2.306
H -0.963 -0.324 0.926
H -12.949 -6.274 10.946
H -4.294 -9.492 12.343
H -3.418 -8.324 -0.886
H 2.456 2.255 2.598
H -9.848 -22.500 1.117
H -5.502 -24.607 9.115
H -3.979 -23.067 6.967
H -4.200 -21.137 10.297
H -14.655 -4.548 10.380
H 1.341 -12.646 -0.372
H -10.006 -9.034 -1.906
H -9.402 -2.475 -5.836
H -7.291 -10.615 4.849
H -6.765 -6.727 3.243
H -3.619 -10.939 -0.930
H 1.838 -12.437 5.620
H -6.842 -20.033 6.385
H 5.138 1.305 -0.653
H -5.828 -8.529 10.796
H 0.119 -0.338 2.960
H -4.284 2.068 4.933
```

Values from the calculation:
LUMO level: 0.032 eV
total charge: 0
gap between HOMO and LUMO: 0.28790 Eh
E_HOMO: -7.802 eV
ΔE to the lowest compared entry with this formula, charge and spin: 1141.6 kJ/mol
structure (SMILES): CC1(C)CCCC(C)(C)N1O.CC1(C)CCCC(C)(C)N1O.CC1(C)CCCC(C)(C)N1O.COC[C@H](C)N.COCCNCCOC.COCCNCCOC.COCCNCCOC.COCCNCCOC.COCCNCCOC.COCCNCCOC.COCCNCCOC.COCCNCCOC